No. 1
Formula: C4H6InO3
Source: the OMol25 dataset
Level of theory: ωB97M-V/def2-TZVPD

Properties
**Orbital gap**: 2.5 eV
**Energy above the lowest of the compared OMol25 structures with the same formula, charge and spin**: 28.48 kJ/mol
**HOMO**: -0.818 Ha

```
! RIJCOSX wB97M-V def2-TZVPD def2/J DEFGRID3
* xyz 3 1
In 0.296 1.437 -5.402
C -0.762 -1.591 0.840
C -0.441 -0.081 0.642
C 0.877 0.573 0.964
O 1.172 1.354 -0.112
C 0.320 1.117 -1.136
O 0.415 1.484 -2.225
O -0.718 0.323 -0.615
H -1.802 -1.880 0.624
H -0.566 -1.877 1.880
H -0.125 -2.170 0.127
H -1.292 0.369 1.342
H 1.665 -0.229 1.152
H 0.960 1.172 1.917
*
```

Mulliken atomic charge list, values in e, 6 entries: 1.042, -1.021, 0.441, -0.143, -0.085, 0.481


No. 2
Formula: C4H6LaO3
Source: the OMol25 dataset
Level of theory: ωB97M-V/def2-TZVPD

Properties
**Orbital gap**: 7.2 eV
**Energy above the lowest of the compared OMol25 structures with the same formula, charge and spin**: 154.91 kJ/mol
**HOMO**: -0.770 Ha

```
! RIJCOSX wB97M-V def2-TZVPD def2/J DEFGRID3
* xyz 3 1
O 1.501 0.488 -0.195
La 4.056 0.572 -0.120
O 2.396 -1.503 -0.008
C 1.389 -0.774 -0.186
O 0.173 -1.279 -0.311
C -0.025 -2.700 -0.170
H -1.095 -2.862 -0.322
H 0.556 -3.224 -0.934
H 0.273 -3.013 0.836
C -1.401 2.875 -0.214
C -1.837 2.603 0.894
H -1.138 3.139 -1.233
H -2.285 2.217 1.803
H -2.564 3.461 0.161
*
```

Mulliken atomic charge list, values in e, 6 entries: -0.762, 2.367, -0.740, 1.130, -0.254, -0.596


No. 3
Formula: C4H6LiO
Source: the OMol25 dataset
Level of theory: ωB97M-V/def2-TZVPD

Properties
**Orbital gap (spin up / spin down)**: 7.7 / 7.6 eV
**Energy above the lowest of the compared OMol25 structures with the same formula, charge and spin**: 406.90 kJ/mol
**HOMO (spin up / spin down)**: -0.448 / -0.443 Ha

```
! RIJCOSX wB97M-V def2-TZVPD def2/J DEFGRID3
* xyz 1 1
C 1.439 -0.589 -1.003
C 0.664 -1.042 0.084
C -0.645 -0.404 -0.025
C -0.904 0.705 0.905
O -1.214 1.826 0.520
Li -1.498 3.546 1.114
H 1.383 -1.174 -1.928
H 2.467 -0.315 -0.741
H 0.634 -2.121 0.257
H -0.043 0.177 -1.205
H -1.477 -1.123 0.031
H -0.806 0.515 1.991
*
```

Mulliken atomic charge list, values in e, 6 entries: -0.784, -0.241, -0.307, 0.223, -0.661, 0.939